Record 1
Here is 15 unconnected molecules or ions with the total composition C86H216N14O2 in a non-equilibrium geometry from OMol25. Energies are from wB97M-V/def2-TZVPD.

relative energy (zero: lowest compared OMol25 entry of this formula, charge and spin)	0.0	kcal per mole
E_tot	-4323.04409	hartree

ORCA input file:
```
! RIJCOSX wB97M-V def2-TZVPD def2/J DEFGRID3
* xyz 0 1
C -1.534 -6.788 33.282
C -0.984 -5.562 33.963
O -0.954 -4.365 33.232
O -0.634 -7.310 32.365
H -2.604 -6.600 33.057
H -1.680 -7.485 34.110
H 0.081 -5.800 34.237
H -1.462 -5.363 34.935
H -0.496 -4.593 32.410
H -1.100 -7.703 31.603
C -4.045 -7.789 30.500
C -2.985 -8.607 29.765
N -1.909 -9.003 30.663
C -0.700 -9.440 29.973
C -0.874 -10.621 29.027
C -2.359 -9.943 31.712
C -1.261 -10.628 32.504
H -4.520 -8.259 31.387
H -4.803 -7.393 29.817
H -3.556 -6.843 30.839
H -3.454 -9.515 29.278
H -2.591 -7.951 28.982
H 0.116 -9.651 30.694
H -0.324 -8.604 29.382
H -1.449 -11.448 29.491
H 0.105 -10.969 28.747
H -1.385 -10.306 28.132
H -2.967 -9.340 32.387
H -2.972 -10.771 31.290
H -0.431 -10.018 32.883
H -1.702 -11.121 33.392
H -0.706 -11.311 31.827
C 3.154 -10.989 37.362
C 2.136 -10.511 36.318
N 1.837 -9.076 36.450
C 2.962 -8.193 36.133
C 3.479 -8.266 34.661
C 0.618 -8.742 35.721
C -0.591 -9.493 36.211
H 4.043 -10.376 37.418
H 3.377 -11.980 37.099
H 2.706 -10.992 38.377
H 2.454 -10.811 35.353
H 1.239 -11.053 36.632
H 2.538 -7.213 36.335
H 3.753 -8.267 36.871
H 2.757 -7.777 34.020
H 4.343 -7.621 34.560
H 3.679 -9.307 34.426
H 0.746 -8.818 34.615
H 0.498 -7.661 35.848
H -0.683 -10.541 35.912
H -1.480 -9.039 35.754
H -0.681 -9.419 37.305
C -5.668 -14.246 38.427
C -4.283 -14.688 38.018
N -3.241 -14.647 39.078
C -3.529 -15.504 40.224
C -2.657 -15.146 41.444
C -1.980 -14.954 38.502
C -1.379 -13.676 37.761
H -6.104 -14.737 39.294
H -6.352 -14.476 37.616
H -5.629 -13.181 38.695
H -4.447 -15.737 37.667
H -3.952 -14.081 37.154
H -4.557 -15.330 40.575
H -3.421 -16.554 39.983
H -1.606 -15.505 41.319
H -2.725 -14.099 41.591
H -3.007 -15.746 42.277
H -2.054 -15.743 37.742
H -1.232 -15.206 39.264
H -0.531 -13.972 37.157
H -1.079 -12.915 38.467
H -2.104 -13.293 37.041
C 3.000 -9.610 30.824
C 3.915 -10.607 31.497
N 3.185 -11.399 32.558
C 2.079 -12.139 31.990
C 1.165 -12.820 33.023
C 4.159 -12.364 33.159
C 5.288 -11.672 33.932
H 2.348 -9.161 31.585
H 2.319 -10.033 30.084
H 3.600 -8.858 30.317
H 4.328 -11.315 30.731
H 4.717 -10.023 31.967
H 1.403 -11.458 31.401
H 2.481 -12.866 31.286
H 0.694 -12.077 33.647
H 0.468 -13.414 32.428
H 1.709 -13.576 33.578
H 4.633 -12.972 32.368
H 3.636 -12.988 33.879
H 5.934 -12.420 34.356
H 4.763 -11.096 34.712
H 5.839 -10.938 33.333
C -2.556 -14.087 30.833
C -3.431 -14.964 31.694
N -3.713 -14.398 32.996
C -4.685 -15.134 33.761
C -6.107 -15.094 33.329
C -2.509 -14.032 33.732
C -1.658 -15.165 34.313
H -2.456 -14.512 29.800
H -1.565 -13.971 31.248
H -2.969 -13.084 30.830
H -4.393 -14.977 31.173
H -2.999 -16.022 31.796
H -4.613 -14.612 34.728
H -4.420 -16.167 33.978
H -6.198 -15.454 32.309
H -6.594 -14.115 33.229
H -6.737 -15.769 33.953
H -1.857 -13.471 33.064
H -2.788 -13.336 34.508
H -1.183 -15.819 33.533
H -0.796 -14.743 34.849
H -2.163 -15.836 34.994
C -0.492 -2.485 30.466
C 0.646 -3.556 30.283
N 0.312 -4.885 30.640
C -0.813 -5.453 29.888
C -0.602 -5.783 28.376
C 1.447 -5.776 30.806
C 2.296 -5.728 32.050
H -0.052 -1.441 30.362
H -0.896 -2.501 31.499
H -1.334 -2.714 29.790
H 0.983 -3.464 29.274
H 1.427 -3.196 30.930
H -1.009 -6.429 30.262
H -1.626 -4.811 30.068
H -0.480 -4.899 27.713
H 0.287 -6.425 28.266
H -1.491 -6.262 27.943
H 2.167 -5.583 29.966
H 1.209 -6.846 30.697
H 2.563 -4.672 32.249
H 3.180 -6.417 31.968
H 1.615 -6.086 32.818
C 2.164 -8.241 27.627
C 1.325 -8.487 26.360
N 2.237 -8.796 25.224
C 3.207 -7.722 24.913
C 4.546 -8.292 24.444
C 1.528 -9.209 24.049
C 1.108 -10.688 24.091
H 1.541 -8.419 28.544
H 2.566 -7.234 27.719
H 2.964 -8.969 27.617
H 0.718 -9.368 26.446
H 0.666 -7.696 26.021
H 2.793 -7.117 24.108
H 3.418 -7.036 25.769
H 5.089 -8.853 25.200
H 4.331 -8.935 23.589
H 5.197 -7.454 24.141
H 2.108 -9.088 23.153
H 0.602 -8.623 23.914
H 1.980 -11.316 24.079
H 0.512 -10.956 23.181
H 0.434 -10.886 24.906
C -4.972 -7.804 34.855
C -5.971 -7.095 33.929
N -5.349 -6.064 33.060
C -5.044 -4.834 33.791
C -4.344 -3.792 32.866
C -6.202 -5.866 31.872
C -7.615 -5.282 32.026
H -5.473 -8.448 35.550
H -4.381 -7.110 35.467
H -4.207 -8.346 34.257
H -6.411 -7.905 33.341
H -6.798 -6.656 34.450
H -5.888 -4.290 34.232
H -4.354 -5.142 34.615
H -3.611 -4.177 32.146
H -5.111 -3.366 32.234
H -4.003 -2.931 33.440
H -6.313 -6.873 31.501
H -5.672 -5.372 31.064
H -8.232 -5.941 32.626
H -8.127 -5.040 31.094
H -7.768 -4.363 32.631
C -3.087 -14.589 23.720
C -4.276 -13.889 24.363
N -4.056 -12.491 24.689
C -2.970 -12.290 25.600
C -3.209 -12.868 27.033
C -5.333 -11.797 24.957
C -5.290 -10.271 25.078
H -3.355 -15.523 23.246
H -2.286 -14.842 24.439
H -2.618 -13.873 22.994
H -5.130 -13.934 23.653
H -4.734 -14.405 25.303
H -2.706 -11.204 25.688
H -2.093 -12.781 25.183
H -3.582 -13.893 26.872
H -4.008 -12.355 27.585
H -2.313 -12.865 27.621
H -5.966 -12.067 24.108
H -5.898 -12.215 25.818
H -6.292 -9.846 25.131
H -4.727 -10.119 25.996
H -4.689 -9.893 24.251
C -8.244 -12.150 37.249
C -7.467 -12.368 36.006
N -7.139 -11.103 35.341
C -8.293 -10.328 34.789
C -9.217 -11.087 33.862
C -6.022 -11.171 34.343
C -4.668 -11.296 34.939
H -9.224 -11.665 37.042
H -7.723 -11.548 37.999
H -8.483 -13.113 37.775
H -6.534 -12.837 36.274
H -8.073 -13.083 35.338
H -8.882 -9.994 35.635
H -7.993 -9.424 34.294
H -10.074 -10.501 33.509
H -8.609 -11.434 32.968
H -9.673 -12.018 34.302
H -6.136 -10.163 33.913
H -6.122 -11.963 33.555
H -4.478 -12.299 35.330
H -4.554 -10.660 35.793
H -3.905 -11.008 34.173
C 4.256 -12.955 28.467
C 2.769 -12.715 28.122
N 2.067 -13.898 27.569
C 0.871 -13.528 26.770
C 0.374 -14.700 25.924
C 1.816 -14.912 28.557
C 0.595 -14.636 29.378
H 4.871 -12.172 28.040
H 4.640 -13.870 27.935
H 4.432 -13.096 29.515
H 2.263 -12.372 29.025
H 2.695 -11.879 27.415
H 0.105 -13.162 27.487
H 1.127 -12.686 26.063
H -0.429 -14.374 25.304
H 1.160 -15.062 25.272
H 0.076 -15.569 26.535
H 2.679 -14.966 29.218
H 1.692 -15.900 28.065
H 0.421 -15.372 30.206
H -0.276 -14.619 28.706
H 0.707 -13.611 29.754
C -2.217 -8.228 25.118
C -2.231 -7.266 23.930
N -0.969 -6.546 23.816
C -0.919 -5.453 24.831
C 0.502 -4.892 24.975
C -0.912 -5.995 22.374
C -0.403 -7.100 21.505
H -2.276 -7.759 26.078
H -1.357 -8.915 25.062
H -3.135 -8.832 25.005
H -2.372 -7.809 22.970
H -3.051 -6.557 24.112
H -1.636 -4.681 24.583
H -1.305 -5.891 25.735
H 1.163 -5.597 25.457
H 0.976 -4.494 24.079
H 0.446 -4.067 25.710
H -0.171 -5.195 22.339
H -1.885 -5.590 22.155
H 0.668 -7.001 21.443
H -0.740 -6.899 20.466
H -0.789 -8.095 21.756
C -4.080 -4.228 28.457
C -4.171 -4.759 27.012
N -5.569 -4.920 26.480
C -6.406 -3.685 26.575
C -5.785 -2.454 25.959
C -6.393 -6.022 27.008
C -5.856 -7.386 26.608
H -3.055 -4.168 28.802
H -4.543 -4.959 29.131
H -4.539 -3.249 28.585
H -3.576 -4.147 26.337
H -3.765 -5.796 26.953
H -6.731 -3.392 27.567
H -7.342 -3.910 26.075
H -5.513 -2.655 24.925
H -4.893 -2.057 26.514
H -6.459 -1.585 25.976
H -6.469 -5.864 28.159
H -7.450 -5.962 26.656
H -5.540 -7.306 25.579
H -4.920 -7.659 27.164
H -6.588 -8.191 26.751
C -8.388 -8.968 31.253
C -7.513 -9.087 30.060
N -7.173 -10.475 29.852
C -6.054 -10.916 30.663
C -5.958 -12.437 30.813
C -6.909 -10.809 28.465
C -8.118 -10.647 27.629
H -8.011 -9.440 32.158
H -9.346 -9.451 31.094
H -8.617 -7.965 31.550
H -7.963 -8.692 29.109
H -6.552 -8.572 30.097
H -5.119 -10.558 30.252
H -6.020 -10.461 31.670
H -5.138 -12.713 31.478
H -6.826 -12.852 31.266
H -5.891 -12.927 29.848
H -6.552 -11.802 28.350
H -6.074 -10.169 28.104
H -8.394 -9.609 27.472
H -8.930 -11.168 28.162
H -8.029 -11.059 26.641
*
```

Record 2
Here is 9 unconnected molecules or ions with the total composition C86H80N4O12 in a non-equilibrium geometry from OMol25. Energies are from wB97M-V/def2-TZVPD.

structure (SMILES)	O=C1c2ccccc2C(=O)c2ccccc21.O=C1c2ccccc2C(=O)c2ccccc21.O=C1c2ccccc2C(=O)c2ccccc21.O=C1c2ccccc2C(=O)c2ccccc21.O=C1c2ccccc2C(=O)c2ccccc21.CCN(CC)CC.CCN(CC)CC.CC(N)=O.CC(N)=O
relative energy (zero: lowest compared OMol25 entry of this formula, charge and spin)	0.0	kcal per mole
E_tot	-4446.95504	hartree

ORCA input file:
```
! RIJCOSX wB97M-V def2-TZVPD def2/J DEFGRID3
* xyz 0 1
O -2.520 -3.284 17.656
C -1.487 -2.917 18.173
C -0.599 -1.856 17.596
C -1.082 -1.217 16.455
C -0.209 -0.254 15.784
C 0.950 0.248 16.437
C 1.414 -0.453 17.542
C 0.687 -1.449 18.173
C 1.209 -2.031 19.484
O 2.256 -1.655 20.052
C 0.307 -3.120 20.067
C 0.781 -3.826 21.184
C 0.155 -4.900 21.682
C -0.902 -5.508 20.966
C -1.398 -4.819 19.814
C -0.851 -3.633 19.356
H -1.950 -1.598 15.937
H -0.451 0.155 14.814
H 1.550 1.028 15.994
H 2.423 -0.222 17.853
H 1.559 -3.343 21.756
H 0.563 -5.324 22.588
H -1.332 -6.462 21.236
H -2.225 -5.204 19.236
O -3.462 2.527 13.526
C -3.084 2.803 14.702
C -2.658 4.144 15.041
C -2.795 5.223 14.078
C -2.547 6.545 14.456
C -2.106 6.788 15.745
C -1.798 5.806 16.612
C -2.137 4.466 16.321
C -1.872 3.368 17.297
O -1.262 3.523 18.410
C -2.703 2.122 17.065
C -2.942 1.262 18.167
C -3.722 0.105 18.036
C -4.279 -0.211 16.764
C -3.977 0.699 15.717
C -3.179 1.820 15.830
H -3.034 4.965 13.057
H -2.586 7.333 13.718
H -1.877 7.831 15.912
H -1.267 6.150 17.487
H -2.554 1.608 19.114
H -3.891 -0.601 18.835
H -4.805 -1.123 16.524
H -4.504 0.582 14.782
O 0.782 5.846 25.405
C 0.382 6.865 24.818
C -1.005 7.421 25.221
C -1.856 6.764 26.119
C -3.017 7.396 26.516
C -3.468 8.574 25.853
C -2.639 9.121 24.893
C -1.402 8.628 24.575
C -0.657 9.177 23.421
O -1.050 10.264 22.834
C 0.528 8.529 22.892
C 1.137 9.062 21.718
C 2.306 8.440 21.215
C 2.757 7.318 21.904
C 2.141 6.808 23.097
C 1.013 7.368 23.563
H -1.535 5.874 26.639
H -3.722 6.893 27.162
H -4.455 9.001 25.946
H -2.868 10.065 24.422
H 0.856 9.998 21.257
H 2.877 8.685 20.331
H 3.622 6.896 21.414
H 2.555 5.917 23.545
O 6.464 3.506 15.266
C 5.834 2.689 14.586
C 4.320 2.738 14.487
C 3.689 3.682 15.277
C 2.308 3.811 15.161
C 1.594 3.168 14.180
C 2.224 2.266 13.408
C 3.629 1.927 13.503
C 4.271 0.934 12.689
O 3.632 0.232 11.850
C 5.755 0.814 12.788
C 6.477 -0.116 12.004
C 7.836 -0.216 12.121
C 8.534 0.552 13.072
C 7.830 1.426 13.861
C 6.451 1.627 13.755
H 4.221 4.380 15.908
H 1.837 4.544 15.798
H 0.549 3.229 13.913
H 1.602 1.742 12.698
H 6.040 -0.756 11.251
H 8.260 -1.063 11.601
H 9.589 0.424 13.263
H 8.359 2.022 14.589
O -4.357 -0.659 21.200
C -4.127 0.300 21.941
C -5.179 0.710 23.015
C -6.329 -0.057 23.180
C -7.331 0.268 24.021
C -7.340 1.443 24.794
C -6.229 2.316 24.576
C -5.136 1.934 23.782
C -3.992 2.902 23.495
O -3.948 4.030 24.012
C -2.784 2.372 22.684
C -1.618 3.100 22.590
C -0.532 2.593 21.865
C -0.587 1.408 21.203
C -1.716 0.580 21.302
C -2.854 1.079 22.009
H -6.473 -0.867 22.481
H -8.207 -0.355 23.916
H -8.203 1.619 25.420
H -6.312 3.200 25.190
H -1.376 4.014 23.111
H 0.400 3.137 21.820
H 0.252 0.901 20.751
H -1.887 -0.382 20.842
C 2.591 3.119 24.075
C 2.958 2.241 22.821
N 4.079 1.350 23.071
C 4.630 0.903 21.737
C 5.964 0.135 21.933
C 4.018 0.388 24.129
C 2.984 -0.707 23.781
H 3.479 3.661 24.401
H 2.266 2.612 24.983
H 1.836 3.834 23.750
H 2.141 1.616 22.460
H 3.091 2.806 21.899
H 3.841 0.301 21.288
H 4.665 1.690 20.984
H 6.263 -0.105 20.912
H 6.754 0.837 22.200
H 5.843 -0.737 22.576
H 3.951 1.038 25.001
H 5.033 0.038 24.316
H 3.233 -1.229 22.857
H 1.961 -0.332 23.825
H 3.035 -1.525 24.500
C 6.904 4.875 24.458
C 6.087 5.849 23.529
N 6.534 5.682 22.102
C 6.082 4.378 21.598
C 7.283 3.490 21.097
C 6.443 6.750 21.066
C 6.755 8.095 21.729
H 6.508 3.878 24.266
H 6.809 5.054 25.529
H 7.971 4.822 24.239
H 5.005 5.718 23.538
H 6.312 6.811 23.990
H 5.547 3.848 22.386
H 5.231 4.317 20.919
H 6.991 2.521 20.692
H 7.879 3.918 20.291
H 7.976 3.361 21.928
H 5.487 6.799 20.545
H 7.165 6.484 20.294
H 5.880 8.586 22.155
H 6.945 8.982 21.125
H 7.562 7.997 22.456
C 1.946 7.770 15.328
C 1.161 8.650 16.341
N 1.273 9.972 16.050
O 0.413 8.334 17.255
H 2.661 8.256 14.664
H 1.196 7.242 14.741
H 2.562 6.983 15.763
H 1.607 10.442 15.220
H 0.847 10.521 16.783
C 2.323 3.414 18.902
C 2.301 4.884 18.774
N 1.131 5.453 18.626
O 3.312 5.560 18.866
H 1.511 2.981 19.487
H 3.273 3.012 19.255
H 2.145 3.036 17.895
H 1.076 6.452 18.766
H 0.333 4.927 18.298
*
```